(1)
Computed, not measured: a single C6H8O2 molecule in a non-equilibrium geometry, with ωB97M-V/def2-TZVPD.

The geometry in ORCA input format:
```
! wB97M-V def2-TZVPD RIJCOSX def2/J DEFGRID3
* xyz 0 1
O 1.53025 -0.02386 1.59778
O -2.55898 0.48402 0.73857
C -0.22588 -0.40064 0.08121
C -0.17174 -1.90374 0.33199
C 1.20845 1.69284 0.11186
C 0.92270 0.33132 0.60106
C -0.92311 0.03011 -1.20842
C -1.65622 0.22065 0.04337
H 2.33540 1.85716 0.07720
H 0.66822 -2.28972 -0.14301
H -0.48158 1.03278 -1.62965
H -1.20363 -0.75344 -1.98422
H 0.89165 2.43391 0.80225
H -0.05181 -2.07995 1.41558
H -1.07431 -2.49064 -0.02459
H 0.79060 1.85920 -0.81097
*
```

Values from the calculation:
Energy above the lowest of the compared OMol25 structures with the same formula, charge and spin   242.1 kJ/mol
Highest occupied orbital energy   -0.33855 Ha
Structure (SMILES)   CC(=O)[C@]1(C)CC1=O
DFT total energy   -10444.2170 eV
Frontier orbital gap   9.69 eV



(2)
Computed, not measured: a molecular structure, C27H39Br2O4PS4W, with ωB97M-V/def2-TZVPD.

The geometry in ORCA input format:
```
! wB97M-V def2-TZVPD RIJCOSX def2/J DEFGRID3
* xyz 3 2
W 0.24760 0.47222 0.52391
Br 1.04970 4.50590 0.45899
Br 1.49163 1.10181 2.54584
S -1.41739 1.97960 1.43774
S -0.68676 1.41146 -1.50974
S 0.62116 -2.68206 -0.77496
S 3.51025 1.48330 -0.50705
P -2.31476 1.86532 -0.38340
O -3.34430 0.70757 -0.29801
O 0.68089 -1.12605 -0.62450
O 2.07128 0.93242 -0.39793
O -2.96701 3.15653 -0.93543
C 3.47241 4.70601 -3.66304
C -4.19253 3.77137 -0.34465
C 2.56052 3.65982 -3.77350
C 3.41465 -0.80495 -2.13661
C 4.35175 4.76875 -2.59033
C 1.98912 -4.85471 2.93560
C 3.30147 -2.15044 -1.41084
C -0.84475 -0.89337 1.43106
C 1.91204 -2.78737 1.70434
C -3.94520 -0.01066 -1.44493
C 2.08645 -2.98041 -1.81432
C 1.15510 -3.43263 0.73696
C -3.63347 -1.89801 3.19019
C 3.41361 2.73707 -1.74557
C -2.32600 -2.63109 2.83608
C -4.82198 0.86245 -2.30230
C 4.32160 3.78250 -1.61330
C -1.50646 -1.72274 2.04352
C 2.32283 -3.51015 2.81289
C 0.79360 -4.77021 0.85294
C 1.48422 5.28705 1.96073
C -1.53618 -2.95607 4.12056
C -2.62654 -3.91623 2.05434
C 4.37378 0.13363 -1.39449
C 2.52925 2.65852 -2.81613
C 1.23157 -5.48571 1.95857
C -4.73573 4.75260 -1.34259
H -2.16168 -3.57957 4.75954
H 2.43017 -0.34599 -2.20146
H 0.97084 -6.53050 2.05810
H 3.50061 5.47371 -4.42469
H 2.90892 -3.02567 3.58215
H -4.89001 2.96473 -0.12629
H -3.43434 -0.96294 3.71344
H 4.93774 -0.38472 -0.61798
H -3.14792 -3.69951 1.12128
H 0.18304 -5.25249 0.09751
H 5.00597 3.81993 -0.77325
H 5.08684 0.64780 -2.03885
H 3.76077 -0.95419 -3.15927
H 2.24665 -4.04982 -1.66154
H -4.50910 -0.80352 -0.96277
H -0.62214 -3.50463 3.88935
H -5.01537 4.25696 -2.27074
H -4.22516 -2.53910 3.84364
H -5.62778 5.21808 -0.92265
H -3.87885 4.24591 0.58412
H -1.27827 -2.05056 4.66916
H -4.01185 5.53617 -1.55960
H 0.70939 5.75281 2.56463
H -3.11803 -0.45001 -2.00377
H -5.64589 1.28584 -1.72872
H 4.20001 -2.73873 -1.60486
H 2.52307 5.29617 2.28009
H 1.77416 -2.83032 -2.84860
H 5.06111 5.58156 -2.51455
H 1.83556 1.83341 -2.90329
H 2.17714 -1.74208 1.61195
H 3.27762 -1.99641 -0.33021
H -4.22021 -1.68521 2.29629
H -3.26693 -4.55823 2.65906
H -4.26356 1.66299 -2.78760
H -1.71003 -4.46207 1.83145
H 1.88521 3.61935 -4.61752
H -5.25345 0.23969 -3.08661
H 2.31832 -5.41186 3.80240
*
```

Values from the calculation:
Energy above the lowest of the compared OMol25 structures with the same formula, charge and spin   100.1 kJ/mol
Highest occupied orbital energy (spin up / spin down)   -0.59524 / -0.60979 Ha
DFT total energy   -231336.1954 eV
Frontier orbital gap (spin up / spin down)   4.50 / 4.90 eV



(3)
Computed, not measured: a molecular structure, C19H10IrN4O2S2 in a non-equilibrium geometry, with ωB97M-V/def2-TZVPD.

The geometry in ORCA input format:
```
! wB97M-V def2-TZVPD RIJCOSX def2/J DEFGRID3
* xyz -1 1
Ir -0.22428 0.77528 -1.16810
S 1.34322 2.88360 -0.93243
S -1.44791 1.86341 0.86164
O -1.88456 3.68129 -3.56411
O -0.89561 2.08510 -2.44075
N 1.57126 6.02437 0.80412
N 0.54990 -0.80655 -0.03207
N -1.83825 5.03347 2.48382
N -1.91696 2.64650 -2.91365
C -3.45821 -2.75108 -1.80133
C 1.68803 -0.81867 0.73858
C 0.12164 -3.07543 0.69318
C 4.03395 -0.78413 2.33445
C 3.24449 -1.91407 2.28371
C 2.52685 0.30139 0.80889
C 1.04526 5.03484 0.53906
C -3.67771 -1.54702 -2.44808
C -1.29222 4.30937 1.77399
C 3.66361 0.32635 1.59090
C -1.63399 -0.64825 -1.52750
C 2.07793 -1.95716 1.50726
C -0.67845 3.39255 0.90909
C 0.47682 3.79233 0.21977
C -1.41525 -1.87475 -0.86224
C -0.22859 -1.94452 -0.04539
C -2.33454 -2.91894 -1.02097
C -2.76664 -0.50675 -2.31228
C 1.25393 -3.10720 1.46409
H 4.92644 -0.76217 2.94504
H -4.56371 -1.41143 -3.05129
H 3.52275 -2.78874 2.85720
H -2.97483 0.41740 -2.83220
H 1.51098 -3.98283 2.04484
H -4.16916 -3.56020 -1.89980
H -2.17971 -3.86307 -0.52143
H 2.27851 1.17305 0.22744
H -0.52356 -3.93806 0.66219
H 4.26856 1.22073 1.62435
*
```

Values from the calculation:
Energy above the lowest of the compared OMol25 structures with the same formula, charge and spin   283.2 kJ/mol
Highest occupied orbital energy   -0.15526 Ha
DFT total energy   -54428.9235 eV
Frontier orbital gap   5.19 eV



(4)
Computed, not measured: a single C2H3F2OP molecule in a non-equilibrium geometry, with ωB97M-V/def2-TZVPD.

The geometry in ORCA input format:
```
! wB97M-V def2-TZVPD RIJCOSX def2/J DEFGRID3
* xyz 0 1
P 1.60449 1.54049 2.14467
F -1.08841 0.90500 1.96628
F -0.58864 2.42733 0.57917
O 1.32161 1.89310 3.47392
C -0.15683 1.33277 1.13480
C 0.09442 0.23227 0.03580
H 0.80519 -0.46350 0.52496
H 0.46675 0.57496 -0.96257
H -0.91772 -0.24694 -0.03261
*
```

Values from the calculation:
Energy above the lowest of the compared OMol25 structures with the same formula, charge and spin   306.6 kJ/mol
Highest occupied orbital energy   -0.34017 Ha
Structure (SMILES)   CC(F)(F)P=O
DFT total energy   -18892.7326 eV
Frontier orbital gap   8.23 eV



(5)
Computed, not measured: a molecular structure, C11H16Br6Cl2O4 in a non-equilibrium geometry, with ωB97M-V/def2-TZVPD.

The geometry in ORCA input format:
```
! wB97M-V def2-TZVPD RIJCOSX def2/J DEFGRID3
* xyz -1 2
Br -0.15088 3.46965 -0.19988
Br 2.33555 2.29831 -1.78580
Br -3.12676 6.44159 -1.27738
Br -3.47817 4.66732 -4.16417
Br -0.54253 5.84246 -3.20538
Br 2.60495 3.28110 1.35413
Cl -2.49857 -0.70525 4.35252
Cl -0.57889 -0.07809 2.16613
O 2.20730 -0.50188 -0.26618
O -3.25766 -2.67427 -1.86887
O 1.61795 -2.73041 -0.13833
O -1.16301 -1.56962 -1.63721
C -2.57958 -1.67568 -1.55726
C 3.10741 -3.56740 1.53438
C -0.70753 -0.25589 -1.30706
C -3.13487 -0.22242 -1.25003
C -0.79428 -0.04457 3.92682
C 3.44921 -2.10379 1.21127
C -2.33547 5.12909 -2.63021
C 2.09800 -3.90593 0.46262
C -1.94391 0.67168 -1.20422
C 2.36400 -1.64484 0.24225
C 1.48475 2.42848 -0.03504
H -2.20803 4.16002 -2.14776
H 4.00817 -4.17764 1.46850
H -0.07047 -0.70692 4.40168
H -3.86549 0.06559 -2.00590
H 0.00710 0.04747 -2.07217
H 4.50410 -2.06146 0.94011
H 3.32335 -1.44682 2.07188
H 2.60282 -3.79115 2.47428
H -2.02198 1.33869 -0.34568
H -0.11196 -0.23271 -0.39445
H 1.12279 1.46249 0.31700
H -0.66293 0.95540 4.34023
H -1.87177 1.27022 -2.11233
H 1.27394 -4.54084 0.78809
H 2.59602 -4.63166 -0.18033
H -3.60264 -0.26032 -0.26623
*
```

Values from the calculation:
Highest occupied orbital energy (spin up / spin down)   -0.04051 / -0.19940 Ha
DFT total energy   -465155.2582 eV
Frontier orbital gap (spin up / spin down)   2.70 / 7.02 eV



(6)
Computed, not measured: a molecular structure, C11H15O8PPd in a non-equilibrium geometry, with ωB97M-V/def2-TZVPD.

The geometry in ORCA input format:
```
! wB97M-V def2-TZVPD RIJCOSX def2/J DEFGRID3
* xyz 2 3
Pd 0.56178 -1.99404 -0.13430
P -0.18992 0.09541 -0.10493
O 1.14527 -7.02733 -0.09072
O -2.49281 -2.78907 -0.65802
O -0.44414 0.74710 1.33363
O 3.40276 -1.95743 1.22159
O 1.30732 -1.57162 -3.11218
O -1.59401 0.22762 -0.87512
O -0.07940 -2.34940 2.94104
O 0.78403 0.99931 -1.01175
C -1.85373 0.39954 1.87351
C -1.89497 0.59456 3.34860
C 2.19463 1.21510 -0.60418
C 1.21326 -5.88407 -0.16067
C -1.46927 2.62918 -0.99983
C 2.55301 -2.15603 0.48330
C -1.33776 -2.69204 -0.71097
C 0.09467 -2.28828 1.80975
C 2.86535 2.07902 -1.65865
C -1.71464 1.37530 -1.78882
C 1.22514 -2.07749 -2.09771
H -1.37343 -0.21341 3.84293
H -0.37338 2.75364 -0.90627
H -2.73911 1.31564 -2.19011
H -2.93470 0.54938 3.67891
H -0.99084 1.22738 -2.60821
H 2.67570 0.22923 -0.49974
H -2.06319 -0.64904 1.61603
H 3.91951 2.27792 -1.40295
H 2.37374 3.05077 -1.77403
H -2.54177 1.03708 1.29986
H 2.86083 1.58445 -2.63061
H -1.88864 2.53156 0.00296
H -1.86243 3.51960 -1.48753
H -1.48172 1.55084 3.65743
H 2.14284 1.65965 0.39779
*
```

Values from the calculation:
Highest occupied orbital energy (spin up / spin down)   -0.61931 / -0.66513 Ha
DFT total energy   -40780.3710 eV
Frontier orbital gap (spin up / spin down)   8.92 / 7.14 eV